(1)
{
  "formula": "C19H29AsCl5N3O2Si3V",
  "method": "wB97M-V/def2-TZVPD",
  "fmax_ha_per_bohr": 0.035,
  "e_homo_ev": [-15.0, -15.0],
  "lumo_energy_ev": [-8.380, -7.610],
  "gap_ev": [6.65, 7.43],
  "multiplicity": 2,
  "charge": 2,
  "symbols": ["V", "Cl", "C", "C", "Cl", "C", "Cl", "C", "O", "C", "Cl", "C", "Cl", "C", "Si", "C", "C", "As", "Si", "C", "C", "C", "Si", "C", "C", "C", "H", "H", "H", "H", "H", "H", "H", "H", "H", "H", "H", "H", "H", "H", "H", "H", "H", "H", "H", "H", "H", "H", "H", "H", "H", "H", "H", "N", "C", "O", "C", "C", "N", "C", "N", "H", "H"],
  "coordinates": [[-0.21, -0.29, 0.44], [-3.80, -0.89, -4.32], [-3.06, -0.31, -2.92], [-2.99, -1.12, -1.79], [-3.59, -2.70, -1.77], [-2.40, -0.59, -0.64], [-2.19, -1.52, 0.84], [-1.88, 0.71, -0.61], [-1.27, 1.13, 0.57], [-1.91, 1.50, -1.76], [-1.23, 3.06, -1.68], [-2.52, 1.00, -2.90], [-2.60, 1.96, -4.30], [-1.27, -2.24, 4.31], [-1.17, -0.40, 4.28], [-0.49, 0.28, 5.85], [-2.74, 0.43, 3.73], [0.55, 0.05, 2.62], [2.43, -1.41, 3.12], [1.94, -3.16, 2.82], [3.75, -0.78, 1.98], [2.79, -1.16, 4.90], [1.11, 2.40, 2.91], [1.86, 3.05, 1.36], [2.30, 2.41, 4.31], [-0.52, 3.20, 3.23], [-2.17, -2.56, 4.84], [-0.41, -2.66, 4.83], [-1.31, -2.69, 3.31], [-1.12, -0.08, 6.68], [-0.50, 1.36, 5.88], [0.52, -0.07, 6.03], [-3.54, -0.30, 3.62], [-2.63, 0.96, 2.78], [-3.05, 1.17, 4.47], [1.26, -3.31, 1.99], [1.48, -3.58, 3.71], [2.85, -3.74, 2.61], [4.26, -1.60, 1.48], [4.50, -0.21, 2.54], [3.35, -0.11, 1.21], [2.05, -1.65, 5.54], [2.88, -0.11, 5.21], [3.76, -1.64, 5.10], [2.85, 2.63, 1.19], [1.97, 4.13, 1.48], [1.23, 2.87, 0.50], [3.06, 1.64, 4.18], [1.82, 2.28, 5.27], [2.82, 3.37, 4.32], [-1.23, 2.96, 2.43], [-0.39, 4.28, 3.25], [-0.96, 2.90, 4.18], [2.85, 1.22, -1.95], [2.13, 0.29, -1.37], [1.26, 0.62, -0.47], [2.30, -1.11, -1.70], [3.21, -1.58, -2.68], [3.98, -1.85, -3.49], [1.44, -1.81, -0.91], [0.63, -1.97, -0.07], [2.68, 2.19, -1.72], [3.54, 0.99, -2.64]]
}

=====

(2)
{
  "formula": "C4H7NO",
  "method": "wB97M-V/def2-TZVPD",
  "fmax_ha_per_bohr": 0.047,
  "e_homo_ev": -7.7,
  "lumo_energy_ev": 0.936,
  "gap_ev": 8.61,
  "multiplicity": 1,
  "charge": 0,
  "smiles": "NC(O)=C1CC1",
  "symbols": ["N", "C", "O", "C", "C", "C", "H", "H", "H", "H", "H", "H", "H"],
  "coordinates": [[-1.77, -0.77, -0.82], [-1.05, -0.31, 0.22], [-1.69, -0.48, 1.38], [0.15, 0.27, 0.16], [1.26, 0.54, -0.77], [1.48, 0.27, 0.67], [-1.39, -0.52, -1.71], [-2.76, -0.71, -0.69], [-1.00, -0.05, 1.98], [1.57, -0.21, -1.47], [1.45, 1.54, -1.14], [1.81, 1.08, 1.26], [1.93, -0.66, 0.93]]
}

=====

(3)
{
  "formula": "C6H10",
  "method": "wB97M-V/def2-TZVPD",
  "fmax_ha_per_bohr": 0.006,
  "e_homo_ev": -9.9,
  "lumo_energy_ev": 1.216,
  "gap_ev": 11.11,
  "multiplicity": 1,
  "charge": 0,
  "smiles": "C1CC2(C1)CC2",
  "symbols": ["C", "C", "C", "C", "C", "C", "H", "H", "H", "H", "H", "H", "H", "H", "H", "H"],
  "coordinates": [[-1.37, 0.33, 0.84], [-1.76, -0.03, -0.58], [-0.33, -0.02, -0.18], [0.67, -1.16, 0.03], [1.72, -0.05, 0.29], [0.83, 0.91, -0.54], [-1.60, -0.39, 1.62], [-1.47, 1.37, 1.15], [-2.11, 0.78, -1.23], [-2.24, -0.99, -0.75], [0.89, -1.68, -0.91], [0.47, -1.89, 0.81], [2.75, -0.22, -0.03], [1.70, 0.24, 1.35], [1.08, 0.85, -1.60], [0.76, 1.96, -0.24]]
}

=====

(4)
{
  "formula": "C6H8OS",
  "method": "wB97M-V/def2-TZVPD",
  "fmax_ha_per_bohr": 0.102,
  "e_homo_ev": -8.1,
  "lumo_energy_ev": 0.700,
  "gap_ev": 8.85,
  "multiplicity": 1,
  "charge": 0,
  "smiles": "C1=C\\COCS\\C=C/1",
  "symbols": ["C", "C", "C", "C", "C", "C", "H", "H", "H", "H", "H", "H", "H", "H", "O", "S"],
  "coordinates": [[-1.60, 0.64, -0.02], [0.57, 1.55, -0.18], [0.91, 0.42, -1.20], [1.02, -0.83, -0.76], [0.85, -1.37, 0.56], [-0.19, -1.31, 1.45], [-2.69, 0.84, -0.20], [-1.24, -0.20, -0.56], [0.76, 1.35, 0.87], [0.99, 2.61, -0.51], [0.76, 0.84, -2.15], [1.17, -1.60, -1.47], [1.57, -2.17, 0.75], [-0.43, -2.15, 2.20], [-0.75, 1.76, -0.30], [-1.69, -0.39, 1.50]]
}

=====

(5)
{
  "formula": "C7H21NO2",
  "method": "wB97M-V/def2-TZVPD",
  "fmax_ha_per_bohr": 0.037,
  "e_homo_ev": [-14.7, -14.7],
  "lumo_energy_ev": [-3.232, -7.692],
  "gap_ev": [11.44, 6.98],
  "multiplicity": 2,
  "charge": 1,
  "symbols": ["C", "C", "C", "N", "C", "C", "C", "C", "H", "H", "H", "H", "H", "H", "H", "H", "H", "H", "H", "H", "H", "H", "H", "H", "H", "H", "H", "O", "H", "H", "O"],
  "coordinates": [[-0.11, 2.08, 1.16], [1.24, 1.50, 0.74], [2.27, 1.23, 1.84], [1.01, 0.28, -0.04], [0.30, -0.84, 0.54], [-0.09, -1.94, -0.44], [-1.10, -2.86, 0.32], [-0.67, -1.46, -1.78], [-0.87, 1.88, 0.41], [-0.04, 3.15, 1.23], [-0.44, 1.67, 2.12], [1.68, 2.19, 0.03], [2.27, 2.09, 2.50], [2.10, 0.30, 2.36], [3.24, 1.14, 1.34], [0.82, 0.40, -1.04], [0.96, -1.24, 1.32], [-0.57, -0.44, 1.10], [0.78, -2.58, -0.58], [-1.58, -3.50, -0.42], [-0.56, -3.51, 1.00], [-1.82, -2.26, 0.88], [0.05, -0.83, -2.29], [-1.11, -2.31, -2.27], [-1.54, -0.84, -1.56], [2.08, 2.95, -2.27], [1.16, 1.84, -2.71], [1.52, 2.68, -3.00], [-4.20, 0.30, -0.03], [-2.92, -0.49, -0.35], [-3.85, -0.60, -0.11]]
}

=====

(6)
{
  "formula": "C12H9Cl5GeN4S3Y",
  "method": "wB97M-V/def2-TZVPD",
  "fmax_ha_per_bohr": 0.037,
  "e_homo_ev": [-13.0, -13.0],
  "lumo_energy_ev": [-7.405, -10.189],
  "gap_ev": [5.60, 2.82],
  "multiplicity": 2,
  "charge": 2,
  "symbols": ["Y", "Cl", "C", "C", "C", "C", "C", "Cl", "C", "S", "H", "H", "H", "N", "C", "N", "C", "C", "S", "C", "C", "S", "C", "N", "N", "H", "H", "H", "H", "H", "H", "Cl", "Ge", "Cl", "Cl"],
  "coordinates": [[-0.30, -0.27, 0.44], [2.27, -0.05, -0.64], [2.71, 1.64, -0.53], [4.05, 1.96, -0.45], [4.41, 3.29, -0.39], [3.44, 4.27, -0.39], [2.09, 3.94, -0.46], [0.92, 5.18, -0.47], [1.68, 2.59, -0.54], [0.00, 2.19, -0.70], [4.80, 1.18, -0.46], [5.45, 3.56, -0.33], [3.71, 5.32, -0.34], [-3.52, 1.56, -0.24], [-3.59, 0.25, -0.32], [-2.55, -0.57, -0.24], [-2.94, -1.89, -0.40], [-4.30, -2.06, -0.57], [-5.12, -0.58, -0.56], [-1.93, -2.91, -0.43], [-2.16, -4.25, -0.64], [-0.70, -5.12, -0.70], [0.17, -3.62, -0.44], [-0.60, -2.55, -0.32], [1.49, -3.62, -0.36], [-2.63, 2.03, -0.07], [-4.35, 2.12, -0.32], [-4.84, -2.98, -0.71], [-3.10, -4.76, -0.75], [2.01, -4.47, -0.44], [2.00, -2.78, -0.10], [0.60, 0.60, 5.13], [1.05, 1.04, 3.11], [1.04, -1.33, 2.29], [-1.28, 1.08, 2.36]]
}